{
  "formula": "C39H43ClCrP2Si2",
  "method": "the ωB97M-V functional and the def2-TZVPD basis",
  "symbols": ["C", "C", "C", "H", "C", "C", "H", "H", "H", "H", "Cr", "Si", "C", "C", "H", "C", "H", "C", "H", "C", "H", "C", "H", "C", "C", "H", "C", "H", "C", "H", "C", "H", "C", "H", "H", "Si", "C", "C", "H", "C", "H", "C", "H", "C", "H", "C", "H", "C", "C", "H", "C", "H", "C", "H", "C", "H", "C", "H", "H", "Cl", "C", "P", "C", "C", "C", "C", "C", "C", "C", "P", "C", "C", "H", "H", "H", "H", "H", "H", "H", "H", "H", "H", "H", "H", "H", "H", "H", "H"],
  "coordinates": [[1.77, -1.44, 0.15], [1.21, -1.56, -1.14], [1.35, -0.31, -1.80], [0.75, -2.44, -1.55], [2.00, 0.58, -0.92], [2.26, -0.12, 0.29], [2.74, 0.29, 1.16], [1.82, -2.21, 0.90], [1.04, -0.08, -2.80], [2.23, 1.61, -1.12], [0.00, 0.00, 0.00], [-5.89, 6.74, -2.55], [-6.83, 5.69, -3.78], [-8.13, 6.02, -4.16], [-8.61, 6.90, -3.76], [-8.84, 5.23, -5.06], [-9.84, 5.50, -5.35], [-8.24, 4.09, -5.60], [-8.79, 3.48, -6.30], [-6.94, 3.76, -5.24], [-6.48, 2.88, -5.66], [-6.25, 4.55, -4.34], [-5.23, 4.28, -4.07], [-4.49, 7.65, -3.39], [-4.33, 7.59, -4.78], [-5.00, 6.98, -5.37], [-3.30, 8.28, -5.41], [-3.19, 8.22, -6.48], [-2.42, 9.05, -4.66], [-1.62, 9.59, -5.15], [-2.57, 9.13, -3.28], [-1.88, 9.72, -2.69], [-3.59, 8.43, -2.65], [-3.69, 8.49, -1.58], [-5.30, 5.91, -1.46], [-1.37, 1.51, -1.41], [-0.36, 2.91, -2.20], [-0.31, 3.05, -3.59], [-0.98, 2.45, -4.21], [0.55, 3.94, -4.20], [0.57, 4.03, -5.28], [1.39, 4.73, -3.43], [2.07, 5.44, -3.90], [1.36, 4.62, -2.05], [2.00, 5.24, -1.43], [0.49, 3.71, -1.45], [0.48, 3.64, -0.37], [-2.31, 0.74, -2.87], [-1.77, -0.35, -3.55], [-0.83, -0.77, -3.20], [-2.40, -0.92, -4.65], [-1.96, -1.76, -5.16], [-3.61, -0.40, -5.08], [-4.12, -0.84, -5.93], [-4.17, 0.69, -4.42], [-5.12, 1.09, -4.76], [-3.53, 1.25, -3.33], [-3.98, 2.09, -2.83], [-6.86, 7.68, -1.92], [-2.97, 2.62, -0.39], [-1.33, 0.64, 4.00], [-0.50, 0.35, 2.39], [0.53, 1.86, 2.53], [-0.28, -1.42, 2.77], [0.48, -1.84, 3.88], [0.62, -3.20, 4.17], [0.01, -4.16, 3.35], [-0.73, -3.76, 2.23], [-0.88, -2.40, 1.94], [-1.63, -1.78, 0.42], [-1.59, -3.26, -0.66], [-3.13, -0.94, 1.02], [-1.81, 1.64, 4.00], [-0.61, 0.59, 4.84], [-2.12, -0.12, 4.16], [0.93, 1.98, 3.56], [1.38, 1.84, 1.83], [-0.09, 2.74, 2.27], [0.96, -1.12, 4.52], [1.20, -3.52, 5.02], [0.14, -5.21, 3.57], [-1.15, -4.53, 1.60], [-2.34, -3.99, -0.29], [-1.88, -2.96, -1.69], [-0.61, -3.76, -0.65], [-3.81, -1.70, 1.45], [-2.97, -0.16, 1.78], [-3.64, -0.47, 0.15]],
  "total_charge": 1,
  "homo_lumo_gap_ev": [6.96, 7.00],
  "multiplicity": 4,
  "max_force_ha_per_bohr": 0.0446,
  "total_energy_ha": -4278.08583
}